# 1
Here is a structure of composition C28H52Br20N2O4 at a distorted geometry from the Open Molecules 2025 dataset. Energies are from ωB97M-V with the def2-TZVPD basis set.

Results
HOMO-LUMO gap in eV: 8.5
Electronic energy in Ha: -52988.6190

The geometry in ORCA input format:
```
! RIJCOSX wB97M-V def2-TZVPD def2/J DEFGRID3
* xyz 0 1
C 4.521 -4.110 3.703
C 4.227 -3.853 2.216
O 4.411 -5.118 1.531
N 3.253 -5.887 1.588
O 3.246 -6.676 0.729
C 5.485 -3.038 1.742
O 6.584 -3.186 2.052
N 4.970 -2.016 0.869
C 3.703 -1.657 1.484
C 2.997 -3.005 1.820
C 1.974 -2.899 2.905
C 0.572 -2.848 2.238
C 0.294 -4.031 1.317
O 0.580 -2.660 0.806
H 5.232 -4.917 3.745
H 3.655 -4.344 4.301
H 5.025 -3.263 4.148
H 4.809 -2.573 0.032
H 3.093 -1.242 0.695
H 3.864 -0.983 2.312
H 2.711 -3.427 0.867
H 1.864 -3.771 3.524
H 1.991 -1.959 3.441
H -0.224 -2.483 2.807
H -0.737 -4.309 1.241
H 1.093 -4.466 0.757
Br 4.200 1.168 3.350
C 3.269 2.100 4.782
C 2.493 1.141 5.641
Br 0.859 0.567 4.758
H 2.645 2.855 4.314
H 4.050 2.586 5.362
H 2.167 1.626 6.560
H 3.051 0.244 5.888
Br 0.233 -6.804 -2.852
C 1.997 -6.896 -3.671
C 3.054 -6.335 -2.761
Br 3.013 -4.389 -2.740
H 1.932 -6.375 -4.619
H 2.172 -7.954 -3.853
H 4.046 -6.596 -3.121
H 2.948 -6.663 -1.733
Br 4.826 -0.834 7.989
C 3.887 0.093 9.418
C 3.107 -0.864 10.277
Br 1.475 -1.440 9.390
H 3.262 0.846 8.950
H 4.665 0.582 10.000
H 2.780 -0.376 11.192
H 3.665 -1.760 10.526
Br -1.379 2.887 2.077
C -1.816 1.679 0.621
C -1.856 0.244 1.074
Br -0.065 -0.500 1.310
H -1.084 1.849 -0.159
H -2.795 2.001 0.272
H -2.319 -0.379 0.312
H -2.379 0.112 2.016
Br -2.581 -10.440 -3.732
C -3.229 -8.922 -4.762
C -3.236 -7.661 -3.943
Br -4.732 -7.624 -2.698
H -4.212 -9.190 -5.135
H -2.539 -8.828 -5.597
H -3.376 -6.791 -4.581
H -2.334 -7.535 -3.357
Br -1.462 1.016 -4.487
C -1.996 2.733 -5.236
C -1.781 3.861 -4.265
Br -3.161 3.875 -2.892
H -3.037 2.639 -5.533
H -1.373 2.865 -6.119
H -1.870 4.821 -4.771
H -0.825 3.812 -3.752
Br -4.246 5.175 2.975
C -4.558 6.506 1.579
C -3.735 6.288 0.337
Br -1.887 6.840 0.585
H -4.370 7.470 2.040
H -5.615 6.418 1.342
H -4.119 6.929 -0.465
H -3.711 5.252 0.012
Br -5.460 5.490 -6.829
C -6.911 4.214 -6.590
C -6.690 3.354 -5.377
Br -5.352 1.984 -5.709
H -6.982 3.641 -7.508
H -7.808 4.818 -6.471
H -7.597 2.811 -5.120
H -6.353 3.920 -4.513
Br -4.061 7.291 -2.904
C -4.632 8.984 -3.673
C -4.428 10.118 -2.706
Br -5.792 10.124 -1.318
H -5.666 8.861 -3.974
H -4.014 9.120 -4.557
H -4.530 11.075 -3.212
H -3.468 10.077 -2.203
Br 4.223 -0.961 -1.842
C 3.594 0.580 -2.846
C 3.609 1.819 -1.990
Br 2.123 1.840 -0.732
H 2.607 0.332 -3.224
H 4.283 0.683 -3.681
H 3.480 2.708 -2.604
H 4.516 1.915 -1.403
*
```


# 2
Here is a structure of composition C28H52BrHfO7P2S2 from the Open Molecules 2025 dataset. Energies are from ωB97M-V with the def2-TZVPD basis set.

Results
HOMO-LUMO gap in eV: 8.0
Relative energy (zero: lowest compared OMol25 entry of this formula, charge and spin) in kJ/mol: 0.0
Electronic energy in Ha: -5726.1615

The geometry in ORCA input format:
```
! RIJCOSX wB97M-V def2-TZVPD def2/J DEFGRID3
* xyz 1 1
Hf 0.767 -0.217 0.009
C -5.757 2.749 2.605
C -5.854 1.219 2.520
C -7.122 0.857 1.746
C -5.963 0.632 3.934
C -4.595 0.673 1.846
C -3.350 0.905 2.429
C -2.238 0.394 1.814
Br -0.499 0.731 2.563
C -2.265 -0.352 0.635
O -1.090 -0.840 0.159
C -3.494 -0.563 0.010
C -4.622 -0.048 0.659
C -3.700 -1.373 -1.283
C -4.228 -2.760 -0.887
C -2.443 -1.560 -2.142
C -4.737 -0.671 -2.178
H -6.651 3.152 3.085
H -5.677 3.186 1.608
H -4.892 3.069 3.189
H -7.990 1.264 2.267
H -7.256 -0.225 1.675
H -7.114 1.277 0.738
H -6.859 1.014 4.428
H -5.104 0.896 4.552
H -6.031 -0.457 3.897
H -3.253 1.476 3.343
H -5.582 -0.230 0.202
H -3.503 -3.287 -0.262
H -4.410 -3.361 -1.780
H -5.163 -2.683 -0.329
H -1.706 -2.209 -1.674
H -1.971 -0.605 -2.383
H -2.739 -2.026 -3.083
H -5.726 -0.619 -1.725
H -4.842 -1.228 -3.110
H -4.417 0.344 -2.422
C 2.798 -4.161 1.289
C 1.507 -3.366 1.304
C 1.279 -2.675 2.632
C 0.307 -4.192 0.883
O 1.646 -2.242 0.317
P 2.209 -2.382 -1.254
O 1.795 -3.600 -1.931
O 1.588 -1.009 -1.671
O 3.735 -2.133 -1.026
C 4.805 -2.490 -1.994
C 5.079 -3.978 -1.865
C 4.367 -2.114 -3.401
C 5.986 -1.655 -1.540
H 2.733 -4.950 2.038
H 3.653 -3.526 1.521
H 2.952 -4.632 0.318
H 1.198 -3.419 3.424
H 0.343 -2.113 2.617
H 2.109 -2.010 2.876
H 0.143 -4.986 1.612
H 0.468 -4.638 -0.097
H -0.587 -3.566 0.848
H 4.196 -4.555 -2.141
H 5.364 -4.223 -0.841
H 5.899 -4.257 -2.526
H 3.513 -2.712 -3.720
H 5.188 -2.301 -4.094
H 4.107 -1.056 -3.456
H 6.244 -1.890 -0.507
H 5.748 -0.592 -1.610
H 6.850 -1.863 -2.171
C 3.302 1.973 -2.750
C 3.826 3.109 -1.898
C 5.163 2.818 -1.251
O 2.878 3.519 -0.841
P 1.929 2.685 0.078
S 2.816 1.075 0.930
S 0.264 2.086 -0.933
O 1.563 3.651 1.242
C 1.203 5.087 1.206
C 2.471 5.911 1.237
C 0.290 5.414 0.045
H 4.016 1.790 -3.553
H 2.340 2.215 -3.200
H 3.202 1.054 -2.171
H 3.896 4.012 -2.501
H 5.121 1.902 -0.661
H 5.465 3.642 -0.605
H 5.919 2.698 -2.027
H 0.664 5.198 2.144
H 3.007 5.835 0.291
H 3.121 5.582 2.047
H 2.213 6.957 1.406
H 0.804 5.287 -0.910
H -0.008 6.460 0.129
H -0.610 4.801 0.055
*
```